# 1
ORCA calculation (ωB97M-V with the def2-TZVPD basis set) on C31H29N5OPtS2 as an isolated structure at a distorted geometry.

CARTESIAN COORDINATES (ANGSTROEM)
C -4.785 1.755 0.750
C -0.284 -1.245 -5.084
C 1.569 -3.073 3.943
H -2.719 -3.538 3.255
C 1.623 -4.175 3.103
H -2.388 -1.739 -5.053
H -0.399 0.633 -2.303
C 0.448 5.405 -0.249
H 4.432 0.404 2.822
H 0.659 -1.719 -4.807
N -1.491 -2.209 -3.214
C -1.940 -1.686 2.509
H 1.534 -5.170 3.517
H -0.917 -1.892 2.797
C 1.479 4.479 -0.282
H 1.437 -3.204 5.008
H 7.340 0.097 -0.303
C 1.176 3.135 -0.175
H -1.324 -3.145 -5.058
H 6.790 0.437 2.081
C 1.793 -4.016 1.729
H 3.173 -0.319 -1.221
N -2.440 1.704 0.472
H -5.044 -3.007 2.513
H -3.632 4.718 -0.393
C -0.859 4.959 -0.141
C 3.687 0.032 0.833
C -1.443 -2.135 -4.673
H -0.285 -1.106 -6.163
H -5.765 3.555 0.131
H 2.510 4.787 -0.379
C 6.308 0.080 0.019
C 1.919 -2.750 1.187
H 1.837 -4.884 1.087
Pt -0.683 0.808 0.263
S -1.334 -1.407 -0.722
H 1.643 -0.922 4.052
H -5.695 1.270 1.070
H -1.237 0.678 -4.814
C -1.102 3.599 -0.059
N -2.163 -0.519 1.914
O 1.204 0.020 0.097
C 1.861 -1.657 2.042
C -2.947 -2.607 2.756
C 5.299 -0.127 -0.912
C -3.632 3.693 -0.054
C -3.568 1.095 0.873
C 4.680 0.252 1.778
C -4.820 3.042 0.247
C -4.476 -1.097 1.716
H 1.940 2.369 -0.194
C -1.135 -1.205 -2.416
S 2.013 -0.007 1.425
C 1.684 -1.795 3.411
C -0.411 0.101 -4.392
H 5.546 -0.271 -1.955
N -0.629 -0.101 -2.957
C -2.446 3.006 0.101
H 0.501 0.684 -4.511
H 2.047 -2.608 0.121
H -5.469 -0.849 1.372
C -3.412 -0.232 1.518
C 6.001 0.269 1.360
H -1.679 5.661 -0.105
H -1.886 -3.020 -2.766
C 3.971 -0.155 -0.510
C -4.235 -2.308 2.349
N -0.085 2.709 -0.052
H 0.658 6.464 -0.305

Output
**Relative energy (zero: lowest compared OMol25 entry of this formula, charge and spin)**: 2.9 kcal/mol
**HOMO energy**: -13.349 eV
**DFT total energy**: -2462.9965 hartree
**Total charge**: +2
**LUMO**: -5.932 eV

# 2
ORCA calculation (ωB97M-V with the def2-TZVPD basis set) on a 2-piece molecular cluster, C5H9Cl2FS overall at a distorted geometry.

CARTESIAN COORDINATES (ANGSTROEM)
Cl 2.289 -0.074 0.184
C -1.210 -1.021 -1.250
C -2.556 -0.750 -1.827
H -1.739 1.251 -1.140
C 0.228 0.103 1.859
Cl 1.256 2.564 1.039
H -2.648 -0.286 -2.853
H -3.515 -1.220 -1.465
H -2.098 -3.274 -1.464
S -1.265 -2.613 -0.506
H -0.374 -1.113 -2.019
H 0.801 0.307 2.854
H -0.914 0.292 1.896
C 0.868 0.860 0.742
F 0.022 0.886 -0.281
H 0.388 -1.027 1.465
C -1.962 0.220 -0.810
H -2.325 0.098 0.271

Output
**Relative energy (zero: lowest compared OMol25 entry of this formula, charge and spin)**: 12.5 kcal/mol
**HOMO energy**: -8.914 eV
**DFT total energy**: -1614.2309 hartree
**Structure (SMILES)**: CC(F)(Cl)Cl.SC1CC1
**LUMO**: 0.717 eV

# 3
ORCA calculation (ωB97M-V with the def2-TZVPD basis set) on C26H20Br2N4O2Os as an isolated structure at a distorted geometry.

CARTESIAN COORDINATES (ANGSTROEM)
H 0.020 3.499 -2.508
H 2.273 -3.163 0.899
C -3.275 -2.273 -1.859
H 0.497 -4.387 -0.492
H 1.347 5.535 -2.040
O 0.677 1.104 -1.754
H -3.523 2.887 -1.614
C 1.241 -0.763 2.352
N 0.375 -0.127 1.547
C -2.424 2.249 1.525
Br -4.564 4.002 0.939
C 0.315 0.234 4.300
Br 0.272 0.475 6.145
C 0.933 3.447 -1.930
H -1.519 -5.546 -0.736
C -3.196 2.809 0.516
H -1.307 1.575 3.916
C 1.244 -0.616 3.720
C 2.890 4.504 -0.966
C -0.528 0.707 2.118
H 3.781 -1.447 0.687
Os 0.312 -0.385 -0.512
C 3.342 3.286 -0.526
H 1.948 -1.412 1.879
H 3.465 5.401 -0.787
N -1.173 1.052 -0.104
H 3.810 -1.609 -1.061
C -1.419 1.372 1.173
H -2.614 2.499 2.557
H -1.668 1.288 -2.083
C -0.580 0.904 3.485
H -4.976 -3.503 -2.190
C -1.308 -3.411 -1.020
C -1.942 -2.223 -1.435
C -2.940 2.470 -0.805
C 1.369 2.207 -1.467
C 3.084 0.835 -0.419
N 2.386 -0.248 -0.355
C 0.043 -3.407 -0.635
H 2.559 -3.491 -0.797
H 4.159 0.749 -0.255
C 2.580 2.128 -0.753
H -3.870 -5.596 -1.465
C -3.945 -3.473 -1.860
C 1.687 4.575 -1.675
C -3.322 -4.666 -1.450
C 2.230 -2.724 -0.099
C 3.151 -1.509 -0.201
N 0.829 -2.375 -0.435
O -1.289 -1.080 -1.474
C -2.020 -4.636 -1.044
C -1.917 1.587 -1.077
H 1.962 -1.157 4.319
H -3.749 -1.360 -2.193
H 4.288 3.208 -0.003

Output
**Relative energy (zero: lowest compared OMol25 entry of this formula, charge and spin)**: 33.1 kcal/mol
**HOMO energy**: -13.877 eV
**DFT total energy**: -6610.4848 hartree
**Total charge**: +2
**LUMO**: -7.140 eV

no.,orbital gap (eV)
1,7.42
2,9.63
3,6.74